# 1
Formula: C57H71GeKN3O2P
Source: the OMol25 dataset
Level of theory: ωB97M-V/def2-TZVPD

```
136
Properties=species:S:1:pos:R:3
K -0.11 0.72 -0.32
C -5.17 -0.84 -1.79
C -3.66 -0.56 -1.82
C -2.83 -1.85 -1.69
C -3.25 0.21 -3.05
C -3.58 -0.27 -4.32
C -3.19 0.42 -5.46
C -2.48 1.60 -5.32
C -2.13 2.10 -4.08
C -1.38 3.41 -3.97
C -2.24 4.57 -4.48
C -0.04 3.35 -4.70
C -2.49 1.38 -2.92
N -2.03 1.79 -1.66
C -2.76 2.68 -1.00
O -3.87 3.14 -1.32
C -2.12 3.25 0.26
C -2.49 4.53 0.62
C -1.91 5.10 1.75
C -0.99 4.36 2.47
C -0.66 3.09 2.03
N -1.21 2.54 0.94
C 0.40 2.33 2.81
O 0.45 2.53 4.04
N 1.22 1.60 2.07
C 2.36 1.10 2.71
C 2.39 -0.20 3.24
C 3.58 -0.71 3.75
C 4.73 0.06 3.79
C 4.69 1.36 3.31
C 3.53 1.89 2.77
C 3.51 3.33 2.28
C 4.48 3.53 1.11
C 3.81 4.29 3.43
C 1.15 -1.05 3.27
C 0.85 -1.53 4.70
C 1.28 -2.22 2.29
H -5.46 -1.27 -0.82
H -5.45 -1.56 -2.57
H -5.73 0.07 -1.94
H -3.44 0.10 -0.97
H -3.45 -2.75 -1.73
H -2.25 -1.89 -0.76
H -2.11 -1.91 -2.51
H -4.14 -1.19 -4.41
H -3.46 0.04 -6.44
H -2.21 2.15 -6.22
H -1.18 3.59 -2.91
H -2.45 4.46 -5.55
H -1.73 5.52 -4.33
H -3.19 4.59 -3.95
H -0.17 3.17 -5.77
H 0.58 2.54 -4.30
H 0.51 4.29 -4.58
H -3.23 5.04 0.02
H -2.18 6.10 2.05
H -0.51 4.74 3.36
H 3.61 -1.72 4.15
H 5.65 -0.34 4.19
H 5.58 1.98 3.36
H 2.51 3.54 1.92
H 5.51 3.33 1.42
H 4.44 4.57 0.76
H 4.24 2.88 0.28
H 4.84 4.18 3.78
H 3.14 4.11 4.26
H 3.68 5.33 3.10
H 0.31 -0.42 2.95
H 1.54 -2.31 5.01
H -0.16 -1.94 4.78
H 0.93 -0.70 5.40
H 2.18 -2.80 2.51
H 1.38 -1.85 1.27
H 0.43 -2.90 2.33
Ge -2.49 -0.47 2.33
C -2.76 0.85 3.68
C -2.43 0.66 5.02
C -2.78 1.62 5.94
C -3.41 2.79 5.52
C -3.70 3.00 4.18
C -3.36 2.04 3.24
C -2.68 -2.37 2.62
C -2.09 -3.08 3.67
C -2.35 -4.43 3.80
C -3.18 -5.08 2.89
C -3.77 -4.37 1.86
C -3.50 -3.02 1.70
H -3.37 -0.09 1.12
H -1.93 -0.24 5.35
H -2.54 1.48 6.99
H -3.66 3.55 6.24
H -4.17 3.92 3.86
H -3.55 2.21 2.19
H -1.45 -2.59 4.39
H -1.90 -4.99 4.61
H -3.37 -6.14 2.99
H -4.43 -4.87 1.16
H -3.95 -2.47 0.88
C 2.31 -4.80 -2.31
C 1.18 -3.88 -1.85
C 0.92 -4.17 -0.36
C -0.09 -4.23 -2.63
P 1.47 -2.01 -1.91
C 3.21 -1.78 -1.36
C 3.40 -0.83 -0.36
C 4.66 -0.46 0.07
C 5.78 -1.06 -0.49
C 5.61 -2.02 -1.48
C 4.34 -2.37 -1.91
C 1.54 -1.40 -3.70
C 2.22 -2.31 -4.73
C 0.09 -1.14 -4.14
C 2.27 -0.05 -3.66
H 1.96 -5.84 -2.25
H 3.18 -4.71 -1.67
H 2.60 -4.61 -3.34
H 0.68 -5.23 -0.22
H 0.07 -3.59 0.01
H 1.79 -3.93 0.25
H -0.42 -5.24 -2.36
H 0.08 -4.21 -3.71
H -0.91 -3.54 -2.39
H 2.54 -0.35 0.10
H 4.77 0.29 0.85
H 6.77 -0.78 -0.16
H 6.48 -2.51 -1.92
H 4.26 -3.11 -2.70
H 1.68 -3.25 -4.86
H 3.25 -2.52 -4.47
H 2.22 -1.79 -5.69
H -0.50 -2.06 -4.18
H 0.08 -0.70 -5.14
H -0.41 -0.44 -3.48
H 3.33 -0.17 -3.47
H 1.86 0.60 -2.88
H 2.13 0.45 -4.62
```

Properties
- 2S+1 = 1
- lowest unoccupied orbital energy (eV) = -3.20
- E_tot (eV) = -150956.4531

---

# 2
Formula: C22H25N3O4
Source: the OMol25 dataset
Level of theory: ωB97M-V/def2-TZVPD

```
54
Properties=species:S:1:pos:R:3
C -4.76 2.93 -2.99
C -3.44 3.50 -3.50
H -3.59 4.47 -3.98
O -2.47 3.60 -2.47
C -2.66 4.47 -1.45
C -3.48 5.59 -1.48
C -3.52 6.45 -0.39
C -2.75 6.22 0.73
C -1.94 5.10 0.78
C -1.90 4.23 -0.29
N -1.08 3.07 -0.25
C -1.59 1.80 -0.45
O -2.75 1.51 -0.51
C -0.40 0.84 -0.52
N -0.71 -0.35 0.21
C 0.20 -1.36 0.46
C -0.06 -2.30 1.46
C 0.82 -3.33 1.72
C 1.99 -3.48 0.98
C 2.24 -2.56 -0.04
C 1.37 -1.52 -0.29
H 1.60 -0.83 -1.09
H 3.12 -2.66 -0.65
N 2.89 -4.54 1.17
C 2.49 -5.65 2.01
H 1.46 -5.93 1.77
C 3.41 -6.84 1.71
H 3.18 -7.68 2.37
O 4.77 -6.52 1.93
C 5.15 -5.43 1.13
C 4.28 -4.20 1.42
H 4.59 -3.37 0.77
H 4.43 -3.90 2.47
H 6.20 -5.22 1.36
H 5.06 -5.69 0.06
H 3.27 -7.14 0.66
H 2.56 -5.40 3.08
H 0.58 -4.02 2.51
H -0.96 -2.20 2.04
H -1.47 -0.28 0.88
C 0.78 1.68 0.00
C 0.28 3.11 0.00
O 0.92 4.11 0.18
H 1.68 1.60 -0.60
H 1.03 1.40 1.03
H -0.25 0.59 -1.58
H -1.33 4.90 1.65
H -2.79 6.90 1.57
H -4.17 7.32 -0.44
H -4.08 5.81 -2.34
H -2.99 2.82 -4.22
H -4.56 2.01 -2.44
H -5.42 2.72 -3.83
H -5.25 3.63 -2.32
```

Properties
- 2S+1 = 1
- lowest unoccupied orbital energy (eV) = 0.70
- structure (SMILES) = CCOc1ccccc1N1C(=O)C[C@@H](Nc2ccc(N3CCOCC3)cc2)C1=O
- E_tot (eV) = -35880.3973

---

| no. | gap between HOMO and LUMO (eV) | HOMO level (eV) |
| --- | --- | --- |
| 1 | 4.265 | -7.46 |
| 2 | 7.986 | -7.29 |